This record from OMol25 describes the molecule C8H11NOS. The level of theory is ωB97M-V with the def2-TZVPD basis set.

Structure (XYZ):
```
22
Properties=species:S:1:pos:R:3:forces:R:3:lowdin_charge:R:1
C -3.24215 -0.17387 0.08261 -0.4 -0.9 0.3 -0.186
C -3.37892 -1.53561 0.05184 -0.8 1.3 0.5 -0.453
S -1.90784 -2.35208 0.28090 1.0 1.3 -0.5 1.016
C -1.07779 -0.77225 0.23139 1.3 -1.1 1.1 -0.484
C 0.41699 -0.55385 0.31408 -0.1 -2.6 -1.3 -0.387
C 0.94287 -0.63395 -1.16911 -1.1 -0.7 -0.6 -0.162
O 2.19272 -0.04359 -1.43134 0.2 0.5 1.5 -0.166
C 2.29190 1.25232 -0.78664 0.8 1.0 -0.4 -0.154
C 2.15112 1.14963 0.80624 -1.5 -1.6 -1.7 -0.134
N 0.83141 0.52724 1.08264 0.0 3.5 0.6 -0.046
C -1.91461 0.25243 0.25095 -0.7 1.0 -0.9 -0.143
H -4.09400 0.45375 0.08703 -0.7 0.6 -0.2 0.089
H -4.37025 -1.94570 0.07984 0.1 -0.8 -0.2 0.063
H 0.74054 -1.43949 0.82382 0.8 -1.2 0.0 0.118
H 0.95720 -1.78369 -1.36375 0.2 2.2 -0.2 0.155
H 0.23331 -0.12324 -1.90534 0.3 -0.8 1.1 0.141
H 1.55918 2.02213 -1.33044 1.3 -1.6 1.5 0.153
H 3.35945 1.54219 -1.04328 -1.4 0.0 0.4 0.125
H 2.32435 2.00992 1.44332 -0.4 0.7 -0.6 0.108
H 2.86221 0.44584 1.17656 1.3 -0.7 -0.3 0.093
H 0.64413 0.43643 2.07658 0.0 -0.1 -0.4 0.132
H -1.52180 1.26544 0.24211 -0.3 -0.1 0.1 0.122
```
Positions in Å, forces in eV/Å.

Calculated values
Net charge = 0
Molecular weight = 169.249 g mol⁻¹
E_tot = -22845.0501 eV
Kohn-Sham gap = 9.121 eV
SMILES string = c1csc([C@H]2COCCN2)c1
Relative energy (zero: lowest compared OMol25 entry of this formula, charge and spin) = 196.2 kJ/mol

This record from OMol25 describes an isolated ion of composition C7H9N5O2S and charge +2. The level of theory is ωB97M-V with the def2-TZVPD basis set.

Structure (XYZ):
```
24
Properties=species:S:1:pos:R:3:forces:R:3:lowdin_charge:R:1
C 2.18052 -1.87463 0.65896 0.2 -0.2 -0.3 -0.014
C 3.23241 -1.04707 0.29091 -1.9 1.6 -0.4 0.042
C 0.85209 -1.57479 0.38023 -0.3 0.6 3.4 0.013
C 2.91004 0.25302 -0.16850 1.0 -1.9 -0.1 0.071
C 0.53828 -0.26129 -0.00149 1.6 -1.7 -0.1 -0.228
C 1.59193 0.55671 -0.33998 -0.6 1.9 -0.7 -0.081
C -1.50657 -0.50079 -1.19562 2.2 -1.1 -2.5 -0.069
N -2.70375 -0.35333 -1.46953 -1.6 -1.2 -1.1 0.103
N -0.84507 0.02966 -0.09215 1.0 0.9 2.0 -0.088
N 1.24241 1.91823 -0.87026 1.1 -1.8 1.0 -0.339
N -3.62678 0.11618 -0.49083 -0.2 -0.8 1.1 0.145
N -1.49493 0.60352 0.83912 -0.9 0.3 0.9 -0.303
O 1.91421 2.39364 -1.71425 0.4 0.6 -0.8 0.208
O 0.29947 2.39638 -0.28852 -1.5 1.2 0.2 0.024
S -0.85690 1.41691 2.10423 1.1 -0.6 -0.8 1.177
H 2.34633 -2.73066 1.29225 0.3 -0.4 -0.3 0.132
H 4.23430 -1.32488 0.39201 1.3 -0.4 0.4 0.118
H 0.19481 -2.08416 1.14614 -0.1 0.1 -1.8 0.161
H 3.70967 0.94034 -0.41024 -0.2 0.2 -0.2 0.151
H -0.71966 -1.01668 -1.96056 -2.3 1.4 1.7 0.239
H -4.14597 0.83361 -0.98718 -0.1 0.9 0.2 0.171
H -4.39567 -0.65351 -0.41899 1.7 1.2 0.4 0.234
H -2.97590 0.44293 0.45384 -1.9 -0.6 -1.9 0.170
H -1.97525 1.52066 2.85043 -0.4 -0.1 -0.4 -0.034
```
Positions in Å, forces in eV/Å.

Calculated values
Net charge = +2
Molecular weight = 227.249 g mol⁻¹
E_tot = -29759.9796 eV
Kohn-Sham gap = 6.538 eV
Relative energy (zero: lowest compared OMol25 entry of this formula, charge and spin) = 330.9 kJ/mol